{
  "formula": "C42H37N8O2PRh",
  "method": "wB97M-V/def2-TZVPD",
  "species": ["Rh", "P", "O", "O", "N", "N", "N", "N", "N", "N", "N", "N", "C", "C", "C", "C", "C", "C", "C", "C", "C", "C", "C", "C", "C", "C", "C", "C", "C", "C", "C", "C", "C", "C", "C", "C", "C", "C", "C", "C", "C", "C", "C", "C", "C", "C", "C", "C", "C", "C", "C", "C", "C", "C", "H", "H", "H", "H", "H", "H", "H", "H", "H", "H", "H", "H", "H", "H", "H", "H", "H", "H", "H", "H", "H", "H", "H", "H", "H", "H", "H", "H", "H", "H", "H", "H", "H", "H", "H", "H", "H"],
  "positions_angstrom": [[-0.491824, -1.929803, -1.853319], [1.675076, -0.969903, -1.820719], [-1.714424, -8.840903, -2.094919], [-0.660024, 7.221697, 7.325681], [-2.287024, -0.780803, -1.444519], [-0.791624, -3.944903, -2.148119], [-0.317524, 1.910997, 3.727081], [-0.245524, -1.717003, 0.426481], [0.404176, 0.450297, -1.391919], [-0.368324, 3.496897, 2.162481], [-0.464024, -6.360103, -1.964019], [-0.291824, 0.481597, -2.612919], [1.859376, -0.526303, -3.564019], [-1.393124, -8.181503, -3.287019], [-0.642924, -5.098803, -2.089419], [-0.554024, 4.994097, 6.753981], [2.604176, 0.845097, -5.386519], [-2.056424, -7.959303, -1.066419], [-0.361024, 1.266397, 2.538281], [3.064776, 0.508097, 0.156781], [-0.767824, 1.656297, -2.920319], [-0.218724, -1.162803, 3.142681], [4.362176, -0.521003, -1.604319], [-0.178024, -7.254603, -3.072319], [-0.481424, 2.015597, 0.184981], [-0.562624, 6.353297, 6.346381], [4.221476, 1.074597, 0.662381], [-0.691524, 2.845897, -2.165019], [-4.380724, 0.861697, -0.776319], [-0.382624, 5.633397, 4.054781], [1.089776, -1.279603, -4.460619], [-0.337624, 3.267397, 3.462181], [-0.457124, 3.985797, 5.838881], [-3.094024, 1.148497, -0.338919], [3.125476, -0.245703, -1.013719], [-0.317424, -0.116603, 2.213181], [-0.701824, 8.615797, 7.107981], [5.510776, 0.047897, -1.086119], [-0.861924, -7.039303, -0.741219], [1.083576, -0.971903, -5.804819], [2.624176, 0.540197, -4.037019], [5.438576, 0.862597, 0.033481], [-0.344524, -0.459503, 0.842381], [-0.390324, 2.294297, 1.558581], [-0.475724, 6.651697, 4.966481], [-2.053224, 0.306297, -0.709219], [-0.093324, -2.695203, 1.313081], [-0.499824, 3.006897, -0.797219], [1.844176, 0.093797, -6.269119], [-0.604224, 0.577197, -0.225819], [-3.509124, -1.054203, -1.881119], [-0.098824, -2.457803, 2.683381], [-4.595824, -0.249803, -1.573819], [-0.373424, 4.283397, 4.463681], [-0.017724, -3.280203, 3.374381], [-2.247224, -7.591003, -3.650519], [-2.923624, -7.342803, -1.348119], [-1.217024, 1.699397, -3.901419], [2.123276, 0.658097, 0.668781], [0.028776, -3.692003, 0.916681], [-0.261024, -0.958003, 4.201381], [-5.199424, 1.510497, -0.502419], [6.460276, -0.141203, -1.559619], [3.215776, 1.143097, -3.363819], [0.189576, 8.967997, 6.582781], [-1.152924, -8.955403, -4.017219], [-5.578424, -0.499203, -1.940919], [-0.320024, 5.836797, 2.996881], [4.169476, 1.685497, 1.549281], [-0.862924, 3.745097, -2.734519], [-2.310524, -8.568303, -0.197819], [-0.459224, 2.965397, 6.189981], [6.332176, 1.323297, 0.423281], [-0.637924, 4.793697, 7.809681], [-0.022624, -7.649903, -0.397419], [-0.432324, 4.013797, -0.409519], [-0.493224, 7.675697, 4.626381], [0.486076, -1.545103, -6.494519], [-0.739424, 9.059397, 8.100981], [0.472376, -2.106303, -4.075919], [4.417876, -1.165103, -2.471319], [-3.623424, -1.947703, -2.482219], [1.834576, 0.346697, -7.317519], [0.982476, 1.305897, -1.296319], [-2.914624, 2.021497, 0.265781], [-0.272824, 1.490997, 4.642981], [-1.130724, -6.311103, 0.023181], [0.043876, -6.687103, -3.974119], [-1.596324, 8.899297, 6.546981], [3.175076, 1.684497, -5.751019], [0.685576, -7.866503, -2.797519]],
  "forces_ev_per_angstrom": [[-0.80, -1.09, -0.31], [0.64, 1.49, -0.67], [-0.01, -0.31, 0.05], [0.02, -0.57, 0.30], [0.38, -0.15, 0.26], [-0.06, -0.02, 0.28], [-0.02, -0.51, 0.01], [-0.13, 0.06, -0.20], [0.86, 0.77, -0.27], [0.00, 0.20, -0.44], [0.05, 0.52, 0.01], [-0.63, 0.34, -0.80], [0.30, -0.53, 0.28], [0.32, 0.33, -0.21], [0.09, -0.09, -0.01], [0.00, 0.23, 0.01], [0.04, 0.14, 0.04], [0.20, 0.33, 0.31], [0.00, 0.25, -0.12], [-0.12, -0.02, -0.09], [0.25, -0.16, 0.24], [-0.11, 0.07, -0.37], [-0.12, -0.06, -0.08], [-0.14, -0.92, -0.90], [0.32, -0.36, 0.59], [0.03, -0.63, -0.50], [-0.10, 0.04, 0.07], [0.11, 0.41, 0.21], [0.03, -0.16, -0.10], [0.00, -0.40, 0.09], [0.04, -0.23, 0.25], [-0.06, 0.70, 0.25], [0.01, 0.30, -0.11], [0.17, -0.20, -0.11], [-0.13, -0.64, 0.18], [0.13, -0.60, -0.18], [-0.04, 0.76, -0.23], [0.00, -0.02, 0.01], [-0.66, -0.77, 0.73], [-0.09, -0.06, -0.05], [-0.01, -0.04, 0.08], [-0.04, -0.03, -0.02], [0.06, 0.26, 0.76], [-0.01, -0.06, -0.06], [-0.05, 0.27, 0.44], [-0.31, 0.42, 0.18], [0.02, -0.12, 0.33], [-0.18, -0.18, -0.24], [-0.06, -0.03, 0.11], [-0.61, 0.23, 0.57], [-0.43, -0.14, -0.07], [0.00, 0.04, -0.10], [0.16, 0.05, 0.10], [0.01, 0.00, 0.01], [0.04, -0.12, 0.05], [0.03, -0.05, 0.01], [0.02, -0.06, 0.03], [-0.16, -0.04, -0.15], [-0.06, 0.12, 0.07], [-0.03, -0.08, -0.02], [0.10, -0.02, 0.12], [-0.06, 0.03, 0.01], [0.12, -0.04, -0.05], [0.06, 0.02, 0.06], [-0.02, -0.08, 0.05], [0.01, 0.16, 0.00], [-0.06, -0.04, -0.05], [-0.01, 0.13, -0.04], [0.01, 0.07, 0.11], [0.02, 0.16, -0.06], [0.00, 0.13, -0.03], [-0.02, -0.13, 0.11], [0.10, 0.03, 0.05], [0.02, -0.05, 0.12], [0.00, 0.13, -0.03], [-0.02, 0.16, -0.07], [0.02, 0.07, 0.01], [-0.07, -0.11, -0.08], [0.01, 0.00, -0.15], [0.27, 0.17, -0.34], [0.07, 0.04, -0.08], [0.01, 0.01, -0.01], [0.01, 0.00, -0.12], [-0.05, -0.08, -0.04], [0.07, 0.07, 0.05], [-0.02, 0.07, -0.05], [0.05, 0.00, -0.02], [0.04, 0.03, 0.05], [0.05, -0.06, 0.04], [0.10, 0.06, -0.04], [0.00, 0.16, -0.01]],
  "homo_ev": [-14.13, -14.02],
  "de_lowest_kcal_mol": 91.9,
  "energy_ha": -2662.1072,
  "orbital_gap_ev": [6.40, 4.13],
  "multiplicity": 5,
  "lumo_energy_ev": [-7.73, -9.90],
  "mol_weight_g_mol": 819.692,
  "total_charge": 3
}